Density functional theory data (ωB97M-V/def2-TZVPD) for a structure of composition C31H75Li3N5O13.

```
127
Properties=species:S:1:pos:R:3:lowdin_charge:R:1
Li -3.2167 0.1166 -1.2667 0.677
Li 0.4431 -1.4446 -0.6892 0.597
Li -1.1239 1.1868 1.9592 0.593
C -1.0800 0.3976 -0.2684 -0.941
O -0.0323 0.2826 0.4471 -0.135
O -1.1771 -0.2370 -1.3815 -0.164
O -2.1071 0.9871 0.2314 -0.180
C -3.7837 0.3143 2.9314 -0.081
O -2.5466 0.9168 3.2285 -0.271
C -2.0938 0.6043 4.5409 -0.192
C -0.7513 1.2847 4.7402 -0.175
N 0.1146 1.1750 3.5556 -0.094
C 0.6998 -0.1608 3.3918 -0.192
C 1.5684 -0.7057 4.5017 -0.218
O 2.1695 -1.8692 3.9823 -0.210
C 3.0598 -2.4785 4.8956 -0.092
H -4.5598 0.6241 3.6348 0.102
H -3.6910 -0.7776 2.8996 0.096
H -4.0669 0.6364 1.9293 0.078
H -2.0290 -0.4831 4.6874 0.129
H -2.8267 0.9688 5.2685 0.135
H -0.2778 0.8992 5.6532 0.120
H -0.9215 2.3372 4.9806 0.131
H 0.8125 1.8997 3.6784 0.125
H 1.2814 -0.1592 2.4679 0.104
H -0.1119 -0.8611 3.1625 0.115
H 1.0058 -0.9616 5.4117 0.125
H 2.3525 0.0048 4.8092 0.137
H 3.4625 -3.3591 4.4026 0.081
H 2.5553 -2.7920 5.8191 0.093
H 3.8635 -1.7907 5.1835 0.094
C 0.1134 -2.1842 -3.8639 -0.079
O 0.2709 -2.7324 -2.5760 -0.227
C -0.6886 -3.7221 -2.2722 -0.206
C -0.5784 -4.0853 -0.8113 -0.185
N -0.9314 -2.9301 0.0317 -0.079
C -1.4251 -3.2701 1.3613 -0.174
C -0.3834 -3.9431 2.2489 -0.235
O -0.0066 -5.1906 1.7431 -0.194
C 0.9039 -5.8548 2.5872 -0.098
H -0.9348 -1.9322 -4.0560 0.064
H 0.4296 -2.9043 -4.6282 0.101
H 0.7284 -1.2911 -3.9281 0.097
H -0.5618 -4.6264 -2.8762 0.138
H -1.6936 -3.2993 -2.4421 0.130
H 0.4180 -4.4488 -0.5621 0.099
H -1.2496 -4.9352 -0.6168 0.134
H -1.6971 -2.4872 -0.4712 0.092
H -2.3526 -3.8562 1.3275 0.131
H -1.6270 -2.3308 1.8918 0.108
H -0.8414 -4.0747 3.2418 0.134
H 0.4623 -3.2473 2.3607 0.107
H 1.1701 -6.7978 2.1152 0.095
H 0.4706 -6.0733 3.5729 0.095
H 1.8160 -5.2681 2.7593 0.075
C 5.6831 -0.4484 -3.1572 -0.091
O 4.3630 -0.6020 -2.6706 -0.182
C 4.0999 0.2240 -1.5664 -0.231
C 2.7225 -0.1159 -1.0519 -0.199
N 2.5249 -1.5353 -0.6906 -0.080
C 3.2643 -1.9207 0.5161 -0.173
C 3.0335 -3.3779 0.8291 -0.226
O 3.5660 -4.1300 -0.2338 -0.166
C 3.3000 -5.5053 -0.0969 -0.095
H 5.9036 0.5965 -3.4078 0.086
H 5.7749 -1.0324 -4.0692 0.090
H 6.4114 -0.7924 -2.4156 0.093
H 4.1087 1.2871 -1.8535 0.117
H 4.8691 0.0999 -0.7903 0.126
H 1.9994 0.1167 -1.8454 0.121
H 2.4430 0.5542 -0.2360 0.106
H 2.9537 -2.0349 -1.4702 0.112
H 2.9443 -1.2748 1.3377 0.112
H 4.3493 -1.7617 0.4232 0.128
H 1.9503 -3.5611 0.9400 0.097
H 3.4904 -3.6932 1.7768 0.122
H 2.2659 -5.7206 -0.3814 0.083
H 3.4934 -5.8591 0.9252 0.087
H 3.9909 -6.0661 -0.7252 0.093
C 5.5541 4.1206 -1.6403 -0.127
O 4.5564 4.2548 -0.6728 -0.190
C 3.3528 4.7814 -1.1894 -0.233
C 2.5166 5.2881 -0.0323 -0.198
N 2.1679 4.2608 0.9175 -0.056
C 1.1513 3.2953 0.5477 -0.193
C -0.2559 3.8604 0.5798 -0.203
O -0.8725 3.5155 1.8101 -0.223
C -2.2073 3.9746 1.8874 -0.089
H 5.7758 5.0723 -2.1402 0.091
H 5.3035 3.3692 -2.4010 0.075
H 6.4820 3.8083 -1.1580 0.091
H 2.8098 3.9977 -1.7388 0.116
H 3.5611 5.5875 -1.9046 0.123
H 1.5961 5.7009 -0.4561 0.116
H 3.0595 6.0777 0.4862 0.124
H 2.9600 3.8679 1.3961 0.108
H 1.1831 2.5282 1.3218 0.103
H 1.3331 2.8159 -0.4250 0.110
H -0.8489 3.4608 -0.2586 0.119
H -0.2785 4.9517 0.4530 0.125
H -2.2441 5.0628 2.0099 0.099
H -2.6500 3.5320 2.7783 0.084
H -2.7651 3.6621 0.9995 0.077
C -3.2707 -0.6702 -6.0491 -0.090
O -3.6286 0.4371 -5.2450 -0.190
C -2.5847 0.8955 -4.4037 -0.225
C -3.1809 1.9941 -3.5699 -0.183
N -4.1184 1.4518 -2.5511 -0.097
C -4.5760 2.4894 -1.6194 -0.218
C -5.8894 2.0831 -0.9895 -0.215
O -6.9673 2.1895 -1.8979 -0.176
C -7.4725 3.4879 -2.0029 -0.112
H -2.7338 -1.4342 -5.4740 0.072
H -2.6668 -0.3476 -6.9000 0.094
H -4.2013 -1.1216 -6.3879 0.092
H -1.7567 1.3107 -4.9920 0.137
H -2.2469 0.0599 -3.7815 0.095
H -3.6859 2.6845 -4.2543 0.135
H -2.3784 2.5637 -3.0930 0.129
H -4.9220 1.2040 -3.1308 0.121
H -4.6502 3.4899 -2.0630 0.122
H -3.8186 2.6137 -0.8346 0.095
H -6.1039 2.6691 -0.0887 0.130
H -5.8249 1.0225 -0.7253 0.123
H -6.7019 4.2296 -2.2561 0.085
H -7.9580 3.8126 -1.0723 0.095
H -8.2121 3.5212 -2.7995 0.094
```

## Properties
Electronic energy ... -2500.5921 Eh
Kohn-Sham gap ... 8.141 eV
Charge ... +1